48
Properties=species:S:1:pos:R:3:forces:R:3:nbo_charge:R:1 method="wB97M-V/def2-TZVPD" orbital_gap_ev=9.4 homo_ev=-10.6 lumo_energy_ev=-1.1 max_force_ev_per_a=9.01 multiplicity=1 smiles="CCCOOC(=O)NS(=O)(=O)C(F)(F)C(F)(F)F.O=S1(=O)OCCO1.O=S1(=O)OCCO1"
C 3.179148 -0.378592 0.440908 0.206 0.376 0.637 -0.641
C 3.072332 1.227276 0.269513 -1.039 -0.248 -0.446 -0.451
C 2.578865 1.688661 -1.194012 1.301 0.019 0.572 -0.101
O 1.121464 1.625130 -1.323944 0.940 2.472 1.479 -0.288
O 0.757776 0.576413 -2.115445 -1.949 -2.989 0.674 -0.228
C 0.073268 -0.384713 -1.315460 1.685 -5.425 -1.415 0.853
O 0.350632 -1.596611 -1.511379 -1.362 5.336 0.616 -0.472
N -0.947288 -0.082059 -0.293421 -0.253 1.523 -0.397 -0.861
S -2.523605 -0.497329 -0.859220 0.581 -5.621 -7.022 2.051
O -2.782356 0.064283 -2.242842 0.346 0.227 4.725 -0.841
O -2.574275 -2.009052 -0.993576 0.087 4.502 2.009 -0.845
C -3.889707 -0.061505 0.346229 -2.390 -0.774 2.115 0.419
F -3.621444 -0.468429 1.684158 -0.213 1.233 -3.405 -0.288
F -5.024615 -0.835916 -0.071633 3.052 1.870 0.779 -0.295
C -4.363742 1.476370 0.283821 -1.857 1.572 0.014 0.927
F -5.314342 1.641661 -0.768407 2.897 -0.334 2.773 -0.294
F -3.291628 2.380327 0.090845 -2.596 -2.412 0.597 -0.308
F -5.042405 1.771986 1.493647 1.958 -0.518 -3.029 -0.299
H 4.056519 -0.565542 1.163173 -1.258 -0.007 -1.312 0.224
H 2.251892 -0.813687 0.959401 1.245 0.697 -0.862 0.210
H 3.313979 -0.938581 -0.547436 0.022 0.868 1.417 0.222
H 4.066738 1.763914 0.482864 -1.919 -1.055 -0.264 0.256
H 2.247366 1.569790 1.007664 1.492 -0.195 -1.107 0.199
H 2.872707 2.790586 -1.351663 -0.686 -1.640 0.145 0.201
H 3.041647 1.060135 -2.031058 -0.673 0.873 1.213 0.212
H -0.884014 0.886340 0.062088 -0.122 -0.370 -0.424 0.431
O 7.770875 2.693523 -1.453348 -0.812 -0.170 0.862 -0.875
S 7.140448 2.617288 -0.169987 0.464 0.174 -0.075 2.523
O 5.998806 1.789569 0.087009 1.213 0.432 -0.431 -0.904
O 6.806841 4.127214 0.321298 0.386 -0.687 -0.387 -0.677
C 7.457372 4.379860 1.567456 0.006 -0.076 0.662 -0.101
C 8.694342 3.494732 1.561922 0.347 0.575 -0.142 -0.104
O 8.277330 2.280219 0.937704 -0.945 0.062 -0.259 -0.673
H 6.773212 4.097206 2.372518 0.073 0.032 -0.005 0.192
H 7.707172 5.437432 1.659129 -0.105 -0.097 -0.249 0.216
H 9.072089 3.301559 2.565944 -0.133 -0.234 -0.139 0.217
H 9.490310 3.932174 0.952191 -0.037 0.032 0.086 0.195
O -9.176328 -5.224611 1.045222 0.893 -0.546 -0.293 -0.888
S -7.956436 -5.644808 0.421707 0.005 0.087 -0.016 2.513
O -7.551258 -7.015998 0.354338 -0.560 0.924 0.065 -0.882
O -6.740391 -4.774442 1.051487 -0.860 -0.183 -0.288 -0.680
C -6.069994 -4.064711 0.008612 0.483 -0.017 -0.498 -0.102
C -7.125225 -3.828663 -1.060695 -0.007 0.621 0.235 -0.103
O -7.909131 -5.021862 -1.076783 0.298 -0.556 0.635 -0.678
H -5.260886 -4.696588 -0.368002 -0.023 0.095 -0.017 0.197
H -5.653467 -3.132294 0.389551 -0.151 -0.198 0.153 0.216
H -6.688615 -3.641317 -2.041717 -0.121 -0.260 0.042 0.217
H -7.781976 -2.996338 -0.790372 0.089 0.011 -0.023 0.189